C2H3N3O3S | ωB97M-V with the def2-TZVPD basis set

XYZ file:
```
12
Properties=species:S:1:pos:R:3:forces:R:3
N 1.93602 -0.95120 -1.92960 0.8 0.1 -1.8
C 1.50363 -0.99860 -0.87785 -0.4 -0.8 1.7
N 0.97702 -0.94652 0.34461 -3.0 2.6 -0.2
C -0.52885 -0.04300 0.23210 3.1 -0.5 0.1
O -1.08686 0.15701 1.41071 1.7 1.4 2.3
S -1.61576 -0.70412 -0.99197 0.2 -0.3 -0.4
N 0.23901 1.31748 -0.19383 -1.4 -0.3 0.1
O 0.21415 1.68512 -1.34373 0.4 -0.2 1.2
O 0.70652 1.85269 0.79438 0.3 0.5 -0.7
H 0.84855 -1.76690 0.89725 -0.1 -0.8 -0.1
H -0.44444 0.78083 2.01572 -1.7 -1.9 -2.3
H -2.74900 -0.38280 -0.35779 0.1 0.1 0.2
```
Positions in Å, forces in eV/Å.

Its total energy is -866.02244 Eh. The lowest unoccupied orbital energy comes out at -0.34 eV. The HOMO energy comes out at -10.216 eV. Its spin multiplicity is 1. The calculation puts the energy above the lowest of the compared OMol25 structures with the same formula, charge and spin at 3.109 eV. The HOMO-LUMO gap comes out at 9.877 eV. As for the structure (SMILES): N#CN[C@](O)(S)[N+](=O)[O-]. The calculation puts the maximum force at 0.07781 Eh/bohr.

=====

C2H3N3OS | ωB97M-V with the def2-TZVPD basis set

XYZ file:
```
10
Properties=species:S:1:pos:R:3:forces:R:3
O 0.29329 -1.88110 -0.21330 -0.8 -0.4 0.6
C -0.10559 -0.61708 0.04407 0.0 0.1 -0.3
N -1.21425 -0.18902 0.72479 0.1 -0.8 0.5
N -1.21019 1.14623 0.80940 -0.2 0.3 -0.5
N -0.21581 1.58525 0.12124 0.7 -0.4 -0.2
C 0.51426 0.52004 -0.38442 -0.4 0.7 0.5
S 2.00310 0.63748 -1.34303 -0.4 0.2 0.2
H -0.11060 -2.49029 0.43223 0.3 0.2 -0.4
H -1.96825 -0.69739 1.20737 0.9 0.3 -0.5
H 2.01404 1.98586 -1.39835 -0.1 -0.3 0.1
```
Positions in Å, forces in eV/Å.

Its total energy is -715.65910 Eh. The lowest unoccupied orbital energy comes out at 0.19 eV. The HOMO energy comes out at -8.433 eV. Its spin multiplicity is 1. The calculation puts the energy above the lowest of the compared OMol25 structures with the same formula, charge and spin at 1.010 eV. The HOMO-LUMO gap comes out at 8.620 eV. As for the structure (SMILES): Oc1[nH]nnc1S. The calculation puts the maximum force at 0.02125 Eh/bohr.

=====

C2H3N3OS | ωB97M-V with the def2-TZVPD basis set

XYZ file:
```
10
Properties=species:S:1:pos:R:3:forces:R:3
H -2.02202 0.28747 -1.37375 3.3 1.1 2.6
N -1.27532 0.70024 -0.57462 -1.1 -2.0 -2.7
C -0.10328 0.12036 -0.41656 -4.4 3.3 1.8
C 0.58347 -1.02208 -0.82655 -0.9 -1.4 -7.5
N 1.58694 -1.33264 -0.13428 -0.3 0.7 0.3
O 1.55377 -0.41504 0.83225 4.1 -1.1 4.8
N 0.63538 0.56007 0.69273 -1.2 -0.2 -3.0
S 0.05646 1.47498 1.93121 -2.9 -0.9 0.4
H 0.46042 -1.28549 -2.00546 0.2 -0.3 3.4
H -1.47583 0.91213 1.87502 3.1 0.9 0.0
```
Positions in Å, forces in eV/Å.

Its total energy is -715.49047 Eh. The lowest unoccupied orbital energy comes out at 0.02 eV. The HOMO energy comes out at -8.823 eV. Its spin multiplicity is 1. The calculation puts the energy above the lowest of the compared OMol25 structures with the same formula, charge and spin at 5.599 eV. The HOMO-LUMO gap comes out at 8.846 eV. As for the structure (SMILES): [H]/N=c1\cnon1S. The calculation puts the maximum force at 0.15033 Eh/bohr.

=====

C2H3N3S | ωB97M-V with the def2-TZVPD basis set

XYZ file:
```
9
Properties=species:S:1:pos:R:3:forces:R:3
C 1.00573 -0.72012 0.07273 -0.1 0.7 0.1
C -1.78303 0.17288 0.06521 -1.8 0.3 0.1
N -0.68747 0.84983 0.01556 -2.5 -3.5 -0.2
N 0.54055 0.50426 -0.21087 1.6 2.3 -0.5
N 2.23985 -0.91798 -0.06491 0.5 -1.9 0.5
S -3.30193 -0.27072 -0.04271 2.0 0.1 0.2
H 0.32574 -1.39602 0.50134 -0.9 -1.6 0.5
H -0.90271 1.79407 -0.01019 0.0 2.6 0.1
H 2.56328 -0.01620 -0.32616 1.1 0.9 -0.7
```
Positions in Å, forces in eV/Å.

Its total energy is -640.29971 Eh. The lowest unoccupied orbital energy (spin up / spin down) comes out at -1.73 / -1.72 eV. The HOMO energy (spin up / spin down) comes out at -7.667 / -7.670 eV. Its spin multiplicity is 1. The calculation puts the energy above the lowest of the compared OMol25 structures with the same formula, charge and spin at 4.354 eV. The HOMO-LUMO gap (spin up / spin down) comes out at 5.942 / 5.946 eV. The calculation puts the maximum force at 0.08454 Eh/bohr.